174
Properties=species:S:1:pos:R:3:lowdin_charge:R:1 method="wB97M-V/def2-TZVPD" de_lowest_kj_mol=809.4 total_energy_ha=-3347.2155 mol_weight_g_mol=985.35 smiles=COCCNCCOC.COCCNCCOC.COCCNCCOC.COCCNCCOC.COCCNCCOC.COCCNCCOC.OCCO.OCCO.OCCO total_charge=0
C -0.76258 -6.44389 13.72634 -0.138
O 0.20660 -5.50562 13.37618 -0.194
C -0.13626 -4.83438 12.13872 -0.215
C 0.88673 -3.74238 11.99642 -0.205
N 0.83213 -3.08781 10.66430 -0.036
C -0.06756 -1.93455 10.76856 -0.216
C -0.19699 -1.27915 9.36659 -0.240
O -1.17481 -1.99375 8.69148 -0.190
C -0.68533 -2.88875 7.66223 -0.088
H -1.70996 -5.91701 13.84018 0.081
H -0.51486 -6.87532 14.69619 0.091
H -0.94427 -7.17579 12.93931 0.085
H -1.15040 -4.43840 12.08540 0.123
H -0.03799 -5.61598 11.38536 0.120
H 1.91281 -4.10435 12.06157 0.118
H 0.68378 -3.06856 12.82881 0.123
H 0.60190 -3.81317 10.00027 0.081
H 0.31601 -1.05145 11.27954 0.110
H -1.04607 -2.05871 11.23243 0.116
H 0.76096 -1.28419 8.84659 0.122
H -0.65041 -0.29376 9.47394 0.118
H -0.15522 -3.74545 8.07834 0.059
H 0.01131 -2.50228 6.91830 0.087
H -1.54807 -3.41856 7.25840 0.087
C -2.68440 -5.96222 -3.41063 -0.068
O -2.69559 -4.45825 -3.48260 -0.196
C -1.96098 -3.85698 -4.56855 -0.231
C -0.50069 -3.65388 -4.34623 -0.232
N 0.08382 -3.15875 -5.56899 -0.067
C 1.27887 -2.36537 -5.26911 -0.211
C 2.43179 -3.03999 -4.52783 -0.201
O 3.56338 -2.12920 -4.37472 -0.214
C 4.71841 -2.60299 -3.55052 -0.068
H -3.47244 -6.32517 -2.75081 0.072
H -1.85686 -6.51266 -2.96310 0.070
H -2.87311 -6.41843 -4.38242 0.075
H -2.45962 -2.90787 -4.76514 0.125
H -2.29225 -4.49584 -5.38721 0.116
H 0.04676 -4.48211 -3.89630 0.127
H -0.53447 -2.78530 -3.68856 0.115
H -0.64454 -2.65851 -6.05823 0.105
H 1.01998 -1.46991 -4.70413 0.114
H 1.61601 -2.03902 -6.25295 0.117
H 2.80772 -3.91325 -5.06094 0.125
H 2.05969 -3.21039 -3.51759 0.109
H 4.70510 -2.29295 -2.50562 0.071
H 5.65828 -2.29938 -4.01154 0.079
H 4.68004 -3.68291 -3.40770 0.071
C 4.83102 -8.84090 9.84285 -0.104
O 5.65145 -7.98539 9.04921 -0.204
C 5.11360 -6.76680 8.62230 -0.197
C 3.57129 -6.74908 8.13580 -0.155
N 3.42046 -7.51016 6.86255 -0.049
C 3.69209 -6.63947 5.70263 -0.212
C 4.55854 -7.59143 4.88207 -0.221
O 5.76655 -7.62729 5.63792 -0.218
C 6.42595 -8.87550 5.85831 -0.090
H 4.21265 -9.48638 9.21911 0.089
H 4.30481 -8.40143 10.69024 0.087
H 5.53503 -9.46180 10.39689 0.082
H 5.76847 -6.34224 7.86138 0.113
H 5.23094 -6.15175 9.51451 0.110
H 3.32217 -5.70736 7.93377 0.100
H 2.86517 -7.17759 8.84706 0.093
H 4.27784 -8.03530 6.76640 0.046
H 4.16975 -5.68167 5.90888 0.117
H 2.86390 -6.37272 5.04608 0.107
H 4.68922 -7.05160 3.94419 0.113
H 4.09241 -8.53059 4.58408 0.132
H 6.62032 -9.20248 4.83685 0.088
H 5.83577 -9.71087 6.23509 0.080
H 7.19395 -8.89695 6.63151 0.093
C -0.00097 -2.20706 0.24252 -0.099
O -0.96230 -1.73625 -0.73060 -0.199
C -1.80983 -0.69084 -0.17343 -0.211
C -2.66352 -0.03203 -1.28436 -0.151
N -1.98472 1.15827 -1.99695 -0.062
C -2.80834 1.66458 -3.09945 -0.221
C -2.10224 2.53230 -4.15254 -0.188
O -1.20536 1.64893 -4.87742 -0.207
C -0.55354 2.26507 -5.92781 -0.148
H -0.50437 -2.46492 1.17430 0.081
H 0.67244 -1.42943 0.60296 0.076
H 0.59657 -2.94060 -0.29875 0.086
H -1.28760 0.00976 0.47811 0.113
H -2.51797 -1.05791 0.56946 0.108
H -3.61122 0.35084 -0.90570 0.109
H -2.85619 -0.75871 -2.07361 0.106
H -1.02807 0.90138 -2.19420 0.095
H -3.40146 2.42576 -2.59258 0.107
H -3.50277 0.96549 -3.56545 0.117
H -1.49845 3.39635 -3.87515 0.117
H -2.88680 2.96672 -4.77207 0.115
H -1.40444 2.35245 -6.60340 0.091
H 0.34964 1.82637 -6.35197 0.088
H -0.16290 3.26566 -5.74251 0.076
C 3.66824 8.85579 -9.40731 -0.158
O 3.12947 7.80552 -10.10846 -0.174
C 3.91637 6.61421 -10.29468 -0.190
C 3.28346 5.36544 -10.95761 -0.222
N 4.00772 4.11024 -10.86143 -0.087
C 3.42020 2.96522 -11.60748 -0.179
C 4.27770 1.67126 -11.65841 -0.200
O 4.23591 0.92990 -10.41876 -0.202
C 4.95792 -0.30910 -10.47326 -0.104
H 3.20737 9.82851 -9.57909 0.087
H 4.73481 9.07904 -9.43377 0.083
H 3.52554 8.61254 -8.35442 0.083
H 4.21185 6.26214 -9.30633 0.108
H 4.91474 6.81891 -10.68126 0.120
H 3.08602 5.66139 -11.98792 0.114
H 2.30123 5.14993 -10.53702 0.113
H 4.23187 3.94105 -9.89127 0.109
H 3.24449 3.37840 -12.60072 0.114
H 2.44561 2.77833 -11.15655 0.111
H 5.30009 2.03489 -11.76128 0.113
H 4.02479 1.09469 -12.54818 0.118
H 5.02939 -0.69729 -9.45724 0.089
H 5.88592 0.03075 -10.93306 0.076
H 4.67963 -1.12318 -11.14255 0.079
C -7.72410 8.25895 3.70805 -0.097
O -7.19191 7.25125 2.83777 -0.221
C -6.30267 7.76180 1.86035 -0.217
C -5.46998 6.65453 1.08605 -0.154
N -4.43498 6.13017 2.05607 -0.071
C -3.54294 5.12235 1.48362 -0.219
C -3.14303 4.21688 2.63019 -0.173
O -4.26418 3.48228 3.26134 -0.200
C -4.05651 2.65486 4.35685 -0.138
H -8.22978 9.04654 3.14940 0.084
H -6.93082 8.50235 4.41485 0.090
H -8.53558 7.77284 4.24959 0.082
H -5.53258 8.28857 2.42390 0.108
H -6.89528 8.43756 1.24370 0.113
H -5.04027 7.20999 0.25243 0.107
H -6.01494 5.83200 0.62285 0.107
H -4.95558 5.65311 2.77820 0.090
H -2.61390 5.54347 1.09940 0.117
H -4.14027 4.70800 0.67146 0.108
H -2.68548 4.91075 3.33538 0.119
H -2.35037 3.54016 2.31111 0.115
H -3.43142 1.80539 4.08159 0.079
H -4.99021 2.23541 4.73151 0.088
H -3.55653 3.17132 5.17625 0.084
C -1.59188 9.72066 -3.72947 -0.253
C -0.30950 9.06361 -3.29835 -0.219
O 0.43436 9.96194 -2.39545 -0.070
O -2.66986 9.76643 -2.76737 -0.070
H -2.07899 9.35043 -4.63155 0.121
H -1.24345 10.72575 -3.96716 0.114
H 0.23168 8.86692 -4.22385 0.116
H -0.51408 8.05058 -2.95193 0.114
H 0.13695 9.93642 -1.48305 0.075
H -2.37984 10.33148 -2.04750 0.071
C 3.66648 3.23492 -3.45239 -0.227
C 3.78459 3.94528 -2.07482 -0.202
O 4.71335 3.21938 -1.17725 -0.081
O 4.74122 3.66381 -4.26658 -0.070
H 2.70957 3.43086 -3.93615 0.112
H 3.76062 2.17107 -3.23450 0.115
H 2.79631 3.98575 -1.61684 0.108
H 4.03722 5.00558 -2.07911 0.114
H 5.58539 3.39203 -1.53965 0.063
H 5.49907 3.86692 -3.71341 0.070
C -9.63666 -2.54581 -1.83811 -0.248
C -8.22406 -2.29574 -2.47377 -0.226
O -8.07107 -2.51470 -3.88036 -0.080
O -10.09815 -3.84359 -1.53469 -0.056
H -10.44926 -2.12420 -2.42975 0.116
H -9.44294 -1.92246 -0.96517 0.111
H -7.45330 -2.82596 -1.91442 0.117
H -8.04052 -1.22365 -2.40281 0.110
H -8.91805 -2.82071 -4.21285 0.073
H -9.66755 -4.44293 -2.14869 0.083